# 1
Formula: C56H72N4O2S
Source: OMol25
Level of theory: ωB97M-V with the def2-TZVPD basis set

Its strongest force on any atom is 4.98 eV Å⁻¹. Its HOMO energy is -6.73 eV. As for the molecular weight: 865.28 Da. For the LUMO energy, the calculation gives -0.0243 hartree. Its calculated total energy is -2944.722079 Eh.

ORCA input file:
```
! wB97M-V def2-TZVPD RIJCOSX def2/J DEFGRID3
* xyz 0 1
C -5.87 -1.69 -1.36
C -5.81 -1.21 0.09
C -6.79 -0.06 0.32
C -4.37 -0.91 0.45
C -3.82 0.36 0.26
C -2.46 0.60 0.42
C -1.93 2.01 0.12
C -3.00 3.07 -0.14
C -0.91 2.04 -1.01
C -1.62 -0.47 0.86
C -0.18 -0.26 1.09
N 0.35 0.47 2.17
C -0.30 1.51 2.93
C 0.06 2.85 2.71
C 1.23 3.23 1.80
C 2.54 3.19 2.59
C 1.02 4.54 1.04
C -0.70 3.85 3.34
C -1.81 3.51 4.10
C -2.12 2.17 4.35
C -1.32 1.15 3.83
C -1.46 -0.30 4.29
C -2.86 -0.61 4.83
C -0.39 -0.69 5.30
N 1.69 0.40 2.16
N 2.02 -0.39 1.13
C 3.43 -0.64 0.89
C 4.06 0.07 -0.15
C 3.34 1.18 -0.94
C 3.26 0.86 -2.43
C 4.01 2.53 -0.70
C 5.41 -0.16 -0.40
C 6.15 -0.98 0.44
C 5.54 -1.59 1.53
C 4.17 -1.44 1.77
C 3.59 -2.03 3.08
C 2.27 -2.79 2.99
C 3.55 -0.95 4.15
C 0.88 -0.75 0.41
C 0.95 -1.70 -0.75
C -2.19 -1.77 1.14
C -1.42 -2.94 1.79
C -1.20 -4.21 0.95
C -2.12 -3.46 3.04
C -3.55 -1.94 0.92
H -5.27 -2.60 -1.49
H -6.90 -1.93 -1.65
H -5.48 -0.92 -2.04
H -6.12 -2.04 0.74
H -6.69 0.37 1.32
H -6.64 0.74 -0.42
H -7.81 -0.42 0.21
H -4.46 1.19 -0.05
H -1.40 2.32 1.03
H -3.72 3.11 0.68
H -2.52 4.06 -0.23
H -3.52 2.87 -1.09
H -0.07 1.35 -0.84
H -1.39 1.72 -1.94
H -0.50 3.06 -1.16
H 1.30 2.44 1.04
H 2.78 2.15 2.81
H 3.36 3.64 2.02
H 2.43 3.73 3.54
H 0.03 4.56 0.57
H 1.12 5.40 1.72
H 1.78 4.63 0.25
H -0.41 4.90 3.23
H -2.44 4.29 4.54
H -2.97 1.91 4.99
H -1.29 -0.91 3.39
H -3.62 -0.43 4.05
H -2.94 -1.64 5.17
H -3.07 0.03 5.70
H 0.62 -0.49 4.92
H -0.52 -0.11 6.23
H -0.45 -1.76 5.55
H 2.32 1.23 -0.55
H 2.47 0.12 -2.60
H 3.00 1.75 -3.01
H 4.21 0.46 -2.81
H 4.23 2.68 0.37
H 4.97 2.59 -1.25
H 3.37 3.36 -1.04
H 5.87 0.34 -1.25
H 7.21 -1.12 0.25
H 6.14 -2.18 2.21
H 4.35 -2.76 3.39
H 2.26 -3.51 2.16
H 2.12 -3.35 3.92
H 1.42 -2.11 2.88
H 4.53 -0.48 4.28
H 2.85 -0.15 3.84
H 3.21 -1.35 5.11
H 2.04 -1.79 -0.99
H 0.66 -2.68 -0.29
H -0.42 -2.56 2.06
H -0.50 -4.09 0.12
H -0.78 -4.98 1.62
H -2.16 -4.58 0.56
H -2.41 -2.65 3.72
H -3.02 -4.02 2.77
H -1.44 -4.13 3.58
H -3.99 -2.92 1.16
C 1.32 4.12 -7.47
C 0.72 3.05 -6.60
C 1.15 2.94 -5.28
C 0.61 1.98 -4.42
C -0.32 1.06 -4.92
S -0.91 -0.28 -3.88
N 0.20 -0.38 -2.73
C 0.15 -1.60 -1.94
C 0.51 -2.80 -2.88
C -0.06 -4.05 -2.65
C 0.29 -5.14 -3.45
C 1.17 -4.97 -4.52
C 1.79 -3.73 -4.71
C 1.47 -2.65 -3.88
O -2.20 0.14 -3.37
O -0.93 -1.40 -4.81
C -0.78 1.16 -6.24
C -0.27 2.17 -7.06
H 0.96 4.06 -8.49
H 1.07 5.12 -7.08
H 2.41 4.05 -7.47
H 1.92 3.62 -4.91
H 0.91 1.90 -3.39
H -0.91 -1.78 -1.66
H -0.84 -4.13 -1.89
H -0.15 -6.12 -3.25
H 1.41 -5.81 -5.18
H 2.50 -3.57 -5.53
H 1.92 -1.67 -4.04
H -1.52 0.46 -6.61
H -0.64 2.28 -8.09
*
```

---

# 2
Formula: C16H34BO8PS
Source: OMol25
Level of theory: ωB97M-V with the def2-TZVPD basis set

Its strongest force on any atom is 1.74 eV Å⁻¹. Its HOMO energy is -9.06 eV. As for the molecular weight: 428.29 Da. For the LUMO energy, the calculation gives -0.0635 hartree. Its calculated total energy is -1996.390982 Eh. Its SMILES is O=C1OC(=O)C(B(O)O)=C1[PH2]=S.CCOCC.CCOCC.CCOCC.

ORCA input file:
```
! wB97M-V def2-TZVPD RIJCOSX def2/J DEFGRID3
* xyz 0 1
O -3.39 4.95 -1.54
C -2.75 5.21 -0.56
O -2.95 6.35 0.20
C -1.87 6.51 1.00
O -1.57 7.51 1.57
C -1.09 5.21 1.02
B 0.07 4.78 1.99
O 0.89 5.67 2.63
O 0.18 3.44 2.23
C -1.60 4.49 0.04
P -1.07 2.88 -0.63
S 0.85 2.66 -0.96
H 0.68 5.67 3.56
H 1.07 3.18 2.00
H -1.67 1.86 0.13
H -1.73 2.84 -1.87
C 1.65 -2.25 -1.07
C 0.50 -1.67 -1.88
O 0.90 -0.83 -2.94
C 1.72 -1.40 -3.94
C 1.08 -2.58 -4.67
H 2.27 -1.44 -0.67
H 1.27 -2.84 -0.23
H 2.29 -2.89 -1.67
H -0.11 -1.05 -1.23
H -0.15 -2.48 -2.25
H 2.69 -1.68 -3.52
H 1.90 -0.60 -4.65
H 0.89 -3.41 -4.00
H 1.75 -2.93 -5.46
H 0.13 -2.28 -5.11
C -6.10 -0.52 -0.74
C -4.83 0.20 -0.31
O -3.72 -0.65 -0.08
C -3.30 -1.43 -1.19
C -2.86 -0.60 -2.38
H -6.38 -1.26 0.01
H -6.91 0.19 -0.84
H -5.97 -1.03 -1.69
H -5.00 0.71 0.64
H -4.57 0.98 -1.04
H -4.07 -2.15 -1.47
H -2.45 -2.01 -0.82
H -3.68 -0.01 -2.79
H -2.49 -1.25 -3.18
H -2.06 0.08 -2.09
C 2.76 -2.90 4.50
C 3.71 -3.52 3.49
O 3.80 -2.81 2.27
C 4.25 -1.47 2.35
C 5.64 -1.31 2.94
H 1.76 -2.81 4.07
H 2.70 -3.52 5.39
H 3.08 -1.90 4.81
H 3.36 -4.51 3.23
H 4.71 -3.64 3.93
H 3.52 -0.86 2.90
H 4.25 -1.10 1.32
H 5.69 -1.65 3.98
H 5.94 -0.27 2.92
H 6.36 -1.89 2.37
*
```

---

> calculated total energy of number 1 (C56H72N4O2S)?

-2944.722079 Eh

---

> Among the records above, which one has the lowest strongest force on any atom?

C16H34BO8PS

---

> Among the records above, which one has the lowest HOMO?

C16H34BO8PS

---

> The highest calculated total energy belongs to which entry?

C16H34BO8PS